C23H46ClO21 | the ωB97M-V functional and the def2-TZVPD basis

Values from the calculation:
* HOMO energy: -2.30 eV
* maximum force: 0.458 eV Å⁻¹
* net charge: -1
* M: 694.05 g/mol
* calculated total energy: -80116.599 eV
* HOMO-LUMO gap: 4.4 eV

Last column: Mulliken charge in e.
CARTESIAN COORDINATES (ANGSTROEM)
C: -0.357 -0.255 -2.921  -0.950
C: -0.659 -0.788 -1.525  -0.402
Cl: 0.921 -1.701 -1.016  -0.389
H: 0.527 0.413 -2.983  0.262
H: -0.175 -1.097 -3.603  0.161
H: -1.234 0.297 -3.288  0.301
H: -0.671 0.052 -0.813  0.131
C: -4.415 -5.285 -4.884  -0.685
O: -4.299 -4.884 -3.520  -0.276
C: -3.025 -4.642 -3.136  0.659
O: -2.077 -4.774 -3.872  -0.584
O: -3.020 -4.270 -1.879  -0.201
C: -1.706 -3.970 -1.337  -0.526
H: -5.477 -5.439 -5.059  0.215
H: -4.039 -4.508 -5.548  0.264
H: -3.874 -6.214 -5.062  0.310
H: -1.249 -3.134 -1.863  0.078
H: -1.084 -4.864 -1.375  0.377
H: -1.870 -3.670 -0.308  0.235
C: 1.139 1.730 5.324  -0.775
O: 1.467 2.043 3.971  -0.079
C: 1.688 0.964 3.189  0.592
O: 1.635 -0.175 3.570  -0.575
O: 1.972 1.401 1.979  -0.165
C: 2.229 0.368 0.991  -0.779
H: 0.994 2.685 5.824  0.195
H: 0.224 1.142 5.373  0.310
H: 1.950 1.183 5.802  0.305
H: 1.368 -0.274 0.840  0.187
H: 3.090 -0.226 1.296  0.354
H: 2.452 0.885 0.064  0.340
C: -7.544 -7.468 2.866  -0.635
O: -7.136 -7.417 1.501  -0.328
C: -6.569 -6.251 1.147  0.784
O: -6.410 -5.314 1.885  -0.540
O: -6.233 -6.326 -0.128  -0.300
C: -5.593 -5.147 -0.661  -0.447
H: -7.978 -8.453 3.010  0.212
H: -6.691 -7.338 3.530  0.292
H: -8.287 -6.700 3.077  0.290
H: -4.675 -4.943 -0.120  0.296
H: -6.263 -4.292 -0.586  0.287
H: -5.353 -5.343 -1.699  0.147
C: -0.365 -6.194 -5.815  -0.577
O: 0.029 -6.214 -7.202  -0.354
C: 0.600 -5.098 -7.632  0.781
O: 0.822 -4.108 -6.990  -0.528
O: 0.901 -5.258 -8.932  -0.334
C: 1.527 -4.116 -9.517  -0.628
H: -0.803 -7.171 -5.625  0.272
H: 0.503 -6.054 -5.174  0.295
H: -1.101 -5.423 -5.613  0.321
H: 2.467 -3.892 -9.016  0.290
H: 0.873 -3.247 -9.463  0.296
H: 1.713 -4.377 -10.555  0.205
C: 1.895 7.531 8.981  -0.645
O: 1.934 6.460 8.038  -0.338
C: 1.767 6.845 6.769  0.736
O: 1.596 7.978 6.401  -0.544
O: 1.822 5.767 5.998  -0.155
C: 1.656 6.023 4.596  -0.423
H: 2.043 7.074 9.956  0.216
H: 2.691 8.247 8.783  0.293
H: 0.932 8.037 8.950  0.293
H: 2.443 6.676 4.227  0.328
H: 0.681 6.465 4.401  0.322
H: 1.725 5.057 4.103  -0.082
C: 5.172 2.482 2.544  -0.621
O: 5.607 2.500 1.182  -0.294
C: 6.198 3.628 0.809  0.797
O: 6.397 4.592 1.504  -0.561
O: 6.542 3.516 -0.475  -0.315
C: 7.184 4.671 -1.013  -0.637
H: 4.709 1.513 2.701  0.117
H: 6.020 2.599 3.217  0.413
H: 4.439 3.265 2.723  0.295
H: 8.109 4.882 -0.479  0.290
H: 6.525 5.536 -0.959  0.291
H: 7.400 4.434 -2.050  0.217
C: -0.543 5.760 -1.886  -0.642
O: -0.921 4.664 -1.055  -0.313
C: -0.541 4.779 0.216  0.762
O: 0.058 5.716 0.687  -0.582
O: -0.935 3.696 0.870  -0.330
C: -0.581 3.686 2.254  -0.335
H: -0.917 5.521 -2.877  0.219
H: -0.993 6.686 -1.531  0.289
H: 0.540 5.866 -1.914  0.292
H: -1.055 4.521 2.771  0.402
H: 0.497 3.727 2.379  0.045
H: -0.953 2.751 2.660  0.214

=====

C16H16Br12F4O12 | the ωB97M-V functional and the def2-TZVPD basis

Values from the calculation:
* HOMO energy: -10.04 eV
* maximum force: 5.400 eV Å⁻¹
* net charge: 0
* M: 1435.13 g/mol
* calculated total energy: -892795.524 eV
* HOMO-LUMO gap: 9.2 eV

Last column: Mulliken charge in e.
CARTESIAN COORDINATES (ANGSTROEM)
C: -6.739 3.925 -1.833  -0.483
C: -5.766 4.169 -0.742  0.334
O: -5.168 2.918 -0.570  -0.274
C: -5.898 2.016 -1.150  0.634
O: -5.841 0.836 -0.909  -0.540
O: -7.029 2.572 -1.673  -0.320
F: -6.416 4.384 0.421  -0.286
H: -6.360 4.120 -2.836  0.304
H: -7.636 4.531 -1.703  0.305
H: -5.333 5.160 -0.884  0.325
C: -4.207 5.114 -8.636  -0.378
C: -4.251 6.185 -7.544  0.395
O: -3.481 5.800 -6.562  -0.304
C: -3.108 4.469 -6.759  0.592
O: -2.546 3.747 -6.000  -0.467
O: -3.531 4.097 -8.006  -0.317
F: -5.529 6.170 -7.036  -0.307
H: -3.819 5.513 -9.573  0.267
H: -5.171 4.791 -9.031  0.261
H: -4.083 7.183 -7.948  0.258
C: 7.718 -2.732 2.851  -0.424
C: 8.065 -1.357 3.289  0.227
O: 7.068 -1.408 4.324  -0.294
C: 7.190 -2.624 4.931  0.697
O: 6.892 -2.947 6.103  -0.565
O: 7.657 -3.420 3.994  -0.290
F: 7.708 -0.452 2.403  -0.268
H: 8.450 -3.086 2.126  0.332
H: 6.776 -2.683 2.306  0.278
H: 9.132 -1.211 3.457  0.306
C: 0.402 -0.656 -0.868  -0.462
C: -0.029 -1.703 0.123  0.221
O: -0.232 -0.755 1.290  -0.316
C: 0.567 0.294 1.196  0.708
O: 0.944 1.017 2.123  -0.547
O: 0.865 0.432 -0.173  -0.332
F: 1.126 -2.378 0.569  -0.271
H: -0.490 -0.260 -1.353  0.303
H: 0.935 -1.083 -1.718  0.361
H: -0.849 -2.412 0.004  0.335
C: 3.019 -6.442 -4.847  -0.309
Br: 1.269 -5.500 -5.190  -0.023
Br: 4.438 -5.465 -3.779  -0.010
Br: 3.624 -6.969 -6.632  -0.024
H: 2.762 -7.388 -4.370  0.367
C: -0.899 -3.271 7.398  -0.350
Br: 0.335 -2.016 8.373  -0.021
Br: -2.300 -3.841 8.770  -0.036
Br: 0.234 -4.785 6.803  0.007
H: -1.402 -2.695 6.621  0.402
C: -2.566 -7.552 1.021  -0.334
Br: -3.266 -7.029 -0.853  -0.032
Br: -2.242 -9.453 1.057  0.017
Br: -3.939 -6.969 2.421  -0.021
H: -1.645 -7.032 1.283  0.371
C: 4.793 5.640 6.757  -0.305
Br: 4.925 7.586 6.899  -0.011
Br: 4.834 4.716 8.468  0.000
Br: 6.155 4.835 5.577  -0.018
H: 3.889 5.354 6.218  0.334